1.
Here is 7 unconnected molecules or ions with the total composition C18H28Cl6O12 in a non-equilibrium geometry from OMol25. Energies are from the ωB97M-V functional and the def2-TZVPD basis.

Output
Frontier orbital gap (spin up / spin down)   9.8 / 2.4 eV
<S²>   0.755
Energy relative to the best compared isomer or geometry (same formula, charge and spin)   21.2 kJ/mol
Multiplicity   2
HOMO level (spin up / spin down)   -12.23 / -12.23 eV
Max |F|   7.16 eV/Å
Total charge   +1

The geometry in XYZ format:
```
64
C18H28Cl6O12 | OMol25 | the ωB97M-V functional and the def2-TZVPD basis
C -3.605 0.649 2.848
C -2.171 0.957 3.242
O -2.353 1.075 4.642
C -3.603 0.897 5.014
O -4.138 0.988 6.137
O -4.354 0.731 3.969
H -3.769 -0.306 2.348
H -3.857 1.527 2.254
H -1.691 1.827 2.793
H -1.545 0.080 3.076
C 0.959 5.510 2.853
C 1.239 6.181 1.534
O 0.868 5.254 0.580
C 0.296 4.126 1.157
O -0.131 3.112 0.669
O 0.132 4.363 2.537
H 0.443 6.249 3.466
H 1.770 5.191 3.508
H 2.310 6.386 1.527
H 0.502 6.984 1.536
C 0.757 3.441 -2.387
C 0.644 3.409 -3.886
O 0.741 2.070 -4.240
C 1.413 1.425 -3.175
O 1.838 0.285 -3.129
O 1.522 2.245 -2.155
H -0.288 3.393 -2.082
H 1.073 4.373 -1.917
H 1.423 3.969 -4.404
H -0.340 3.837 -4.080
C 0.350 -2.402 -5.482
C -0.203 -0.976 -5.277
O -0.870 -1.082 -4.040
C -1.037 -2.343 -3.647
O -1.789 -2.711 -2.760
O -0.297 -3.115 -4.462
H 1.423 -2.265 -5.348
H 0.216 -2.734 -6.512
H -0.980 -0.830 -6.027
H 0.626 -0.273 -5.362
Cl 0.588 0.489 1.917
C 0.498 -0.106 0.192
C 0.052 -1.638 0.135
Cl -1.590 -1.643 0.957
H 1.470 0.141 -0.234
H -0.137 0.594 -0.351
H 0.773 -2.224 0.705
H 0.026 -2.030 -0.881
Cl 1.592 -7.512 -2.024
C 1.436 -5.940 -2.902
C 1.484 -4.692 -1.966
Cl 3.094 -4.287 -1.316
H 0.448 -6.089 -3.337
H 2.154 -5.962 -3.722
H 0.694 -4.735 -1.217
H 1.109 -3.776 -2.422
Cl -1.556 -1.986 5.778
C -0.146 -3.031 5.703
C 0.789 -2.535 4.576
Cl 2.281 -3.484 4.450
H -0.540 -4.046 5.660
H 0.409 -2.854 6.624
H 1.197 -1.543 4.774
H 0.352 -2.608 3.581
```



2.
Here is 2 unconnected molecules or ions with the total composition C5H10NO from OMol25. Energies are from the ωB97M-V functional and the def2-TZVPD basis.

Output
Frontier orbital gap   7.9 eV
Energy relative to the best compared isomer or geometry (same formula, charge and spin)   236.3 kJ/mol
HOMO level   -13.22 eV
Max |F|   0.97 eV/Å
Total charge   +1

The geometry in XYZ format:
```
17
C5H10NO | OMol25 | the ωB97M-V functional and the def2-TZVPD basis
C 0.515 -1.540 0.380
C 0.777 -0.300 0.767
C -1.242 -3.186 0.344
N -0.825 -1.997 0.546
H 1.197 -2.299 0.028
H 0.022 0.338 1.201
H 1.710 0.166 0.488
H -2.249 -3.482 0.599
H -0.531 -3.893 -0.064
H -1.488 -1.284 0.857
O -1.292 1.751 -0.178
C -0.421 2.575 -0.312
C 0.850 2.427 -1.081
H -0.519 3.553 0.191
H 0.800 1.480 -1.622
H 1.688 2.435 -0.379
H 1.008 3.257 -1.767
```